Entry from the Open Molecules 2025 dataset: 15 unconnected molecules or ions with the total composition C49H138N10O17 in a non-equilibrium geometry (ωB97M-V/def2-TZVPD).

XYZ file:
```
214
C49H138N10O17 (ωB97M-V/def2-TZVPD)
C -7.33218 1.68309 6.13640
O -7.87980 2.56187 5.16793
H -6.73461 2.39212 6.70938
H -8.08593 1.16722 6.73125
H -6.64034 0.94706 5.72688
H -8.63751 3.00122 5.56095
C 0.83268 6.45417 1.23481
O 0.35024 7.78631 1.36957
H 1.92025 6.43975 1.16352
H 0.55992 5.84700 2.09797
H 0.51189 5.87411 0.36951
H 0.26263 8.17410 0.49576
C -9.69486 3.77809 -4.42661
O -10.11196 3.52554 -3.11300
H -10.56425 3.95545 -5.05969
H -9.06028 4.65638 -4.30824
H -9.11198 2.96519 -4.85967
H -9.38411 3.21421 -2.56996
C -1.57502 4.77037 8.15645
O -2.95246 4.93567 8.19133
H -1.31431 3.71517 8.07478
H -1.13127 5.35479 7.35044
H -1.07664 5.09467 9.06998
H -3.33648 4.58910 9.00004
C 1.69096 -1.38807 -2.77018
O 1.00761 -0.16984 -2.93595
H 2.47189 -1.23369 -2.02559
H 1.02127 -2.16560 -2.40268
H 2.07281 -1.76450 -3.71917
H 0.15637 -0.33897 -3.34628
C -2.80178 0.05142 -4.54637
O -2.54448 0.21391 -3.15837
C -3.42441 1.16665 -2.61505
C -2.98519 1.79918 -1.25894
N -2.94032 0.81200 -0.17814
C -2.33201 1.39762 0.99458
C -1.65656 0.30137 1.86397
O -0.47977 -0.27532 1.35607
C 0.65828 0.51286 1.60094
H -3.78383 -0.38954 -4.71731
H -1.93707 -0.44279 -4.98926
H -2.92399 1.02740 -5.01609
H -4.41743 0.74432 -2.46125
H -3.52679 1.98863 -3.32354
H -3.67362 2.60160 -0.99385
H -2.01674 2.26121 -1.45058
H -2.42596 0.00174 -0.49279
H -3.06309 1.90033 1.62775
H -1.64384 2.18945 0.69874
H -2.34615 -0.52735 2.02455
H -1.48973 0.64423 2.88511
H 0.61994 1.57927 1.37866
H 1.47265 0.14458 0.97702
H 1.01321 0.32394 2.61408
C 8.24843 1.53682 5.69103
O 8.30934 0.11621 5.92647
C 9.61566 -0.36442 6.31250
C 9.57397 -1.88765 6.51254
N 8.80879 -2.54999 5.46434
C 8.51851 -3.92965 5.75062
C 7.67167 -4.61608 4.74616
O 6.40588 -3.86656 4.50161
C 5.89303 -4.00558 3.15072
H 7.22762 1.90375 5.58422
H 8.83441 1.79760 4.80972
H 8.67338 2.07765 6.53663
H 9.90171 0.08624 7.26286
H 10.34546 -0.11366 5.54267
H 9.16649 -2.01492 7.51547
H 10.61149 -2.22070 6.48577
H 7.95523 -2.02536 5.33670
H 8.10269 -3.97276 6.75727
H 9.47838 -4.44404 5.70416
H 7.42929 -5.62205 5.08876
H 8.28305 -4.73706 3.85190
H 4.92481 -3.52514 3.00990
H 5.85543 -5.08455 3.00074
H 6.57064 -3.59146 2.40410
C -6.55224 8.50726 4.82241
C -5.49884 8.40960 3.71254
C -5.81105 9.26830 2.45983
O -7.11354 9.10825 1.87857
C -7.41426 7.85805 1.35011
N -4.22558 8.76314 4.23804
H -6.55217 9.48185 5.31052
H -6.49749 7.60514 5.43175
H -7.48439 8.46768 4.25884
H -5.39408 7.41967 3.26854
H -5.08582 9.18502 1.65037
H -5.83639 10.33329 2.69060
H -7.43498 7.19396 2.21420
H -6.83241 7.52708 0.48986
H -8.44977 7.86740 1.00990
H -4.04697 8.14026 5.01277
H -3.57693 8.54477 3.49530
C 11.14912 3.81834 -3.66363
C 9.70857 4.24040 -3.50155
C 9.09397 3.92051 -2.11145
O 7.65447 4.04120 -2.19731
C 7.01013 3.62425 -0.99413
N 9.69791 5.66913 -3.57626
H 11.29640 2.74539 -3.54040
H 11.73415 4.25118 -2.85216
H 11.59109 4.10720 -4.61722
H 9.04302 3.91982 -4.30303
H 9.57906 4.50252 -1.32785
H 9.33144 2.87446 -1.91780
H 7.27725 4.28360 -0.16828
H 7.27693 2.59529 -0.75299
H 5.92236 3.67461 -1.04228
H 8.91768 6.08821 -3.09075
H 10.49033 6.04327 -3.07408
C 3.73292 -6.32698 -10.90812
C 4.59280 -5.05441 -11.07499
C 3.88868 -3.70169 -10.66367
O 2.88071 -3.41576 -11.64400
C 2.19784 -2.20211 -11.31995
N 5.88360 -5.23071 -10.51450
H 2.79459 -6.09221 -11.41063
H 3.46668 -6.38799 -9.85290
H 4.23394 -7.23544 -11.24246
H 4.82241 -4.97484 -12.13754
H 4.67127 -2.94383 -10.69994
H 3.55018 -3.72140 -9.62775
H 1.51419 -2.36297 -10.48637
H 1.47188 -1.92467 -12.08423
H 2.87181 -1.36400 -11.14262
H 6.11013 -6.21282 -10.44935
H 5.92477 -4.99135 -9.53414
C 3.77191 4.84350 -7.02232
C 2.89341 4.35455 -5.92455
C 1.39578 4.12363 -6.30108
O 0.80832 5.34818 -6.66673
C -0.54862 5.15861 -7.11212
N 3.48245 3.08315 -5.44892
H 4.18742 4.11540 -7.71897
H 4.70400 5.25281 -6.63275
H 3.23474 5.59892 -7.59581
H 2.97082 5.07853 -5.11340
H 0.81743 3.64816 -5.50891
H 1.37743 3.39732 -7.11363
H -1.18353 4.69083 -6.35968
H -0.57426 4.51263 -7.98970
H -0.84469 6.18708 -7.31871
H 4.28447 3.35131 -4.89670
H 2.80813 2.70383 -4.79968
C -8.81627 -1.37686 1.47377
C -9.54589 -0.25947 0.68619
C -10.97401 -0.10855 1.26471
O -11.79785 -1.18325 0.93081
C -12.97639 -1.26427 1.71955
N -8.77538 0.93608 0.82685
H -9.46065 -2.24678 1.34680
H -8.73965 -1.18217 2.54350
H -7.83351 -1.60166 1.05935
H -9.47400 -0.44918 -0.38476
H -11.48143 0.79783 0.93439
H -10.92854 0.10199 2.33322
H -12.68396 -1.63529 2.70186
H -13.54090 -2.07418 1.25754
H -13.56868 -0.35014 1.67878
H -7.77191 0.82170 0.81829
H -8.96455 1.35240 1.72740
C 3.38583 -0.31289 9.41245
C 4.61584 -0.49674 10.29863
C 5.15392 -1.92258 10.28871
O 4.12541 -2.73581 10.83170
C 4.48763 -4.09437 10.97301
N 5.60845 0.60765 9.97416
H 3.59739 -0.76850 8.44510
H 3.09154 0.70922 9.17412
H 2.50238 -0.78789 9.83907
H 4.28221 -0.38437 11.33022
H 6.03991 -1.93056 10.92359
H 5.42664 -2.35791 9.32734
H 4.88091 -4.50573 10.04338
H 3.58277 -4.59022 11.32440
H 5.22641 -4.10202 11.77441
H 6.35502 0.55037 10.65200
H 6.12381 0.52702 9.10928
C -3.52478 -5.59291 0.68749
C -3.02658 -5.83774 2.15217
C -3.23682 -7.25558 2.66983
O -4.57487 -7.85103 2.67121
C -5.59324 -7.14239 3.43576
N -1.66968 -5.35365 2.34855
H -3.04465 -6.27524 -0.01394
H -3.36657 -4.55730 0.38654
H -4.59839 -5.77974 0.71102
H -3.68929 -5.17227 2.70540
H -2.85660 -7.32470 3.68904
H -2.64492 -7.97042 2.09821
H -5.48793 -6.05773 3.45874
H -5.44030 -7.55112 4.43458
H -6.59358 -7.31722 3.03971
H -1.55111 -5.34033 3.35147
H -1.60579 -4.39345 2.04190
C -1.41571 -6.50566 -6.07322
C -2.32378 -7.35735 -7.00455
C -2.81689 -8.65180 -6.28110
O -1.83227 -9.62839 -5.88124
C -1.01610 -10.18424 -6.94936
N -3.53449 -6.58029 -7.43082
H -2.03437 -6.20054 -5.22925
H -0.98377 -5.61966 -6.53855
H -0.58195 -7.06308 -5.64636
H -1.80704 -7.49190 -7.95479
H -3.55665 -9.11722 -6.93242
H -3.32026 -8.28175 -5.38791
H -0.32629 -10.93073 -6.55564
H -0.34700 -9.45351 -7.40372
H -1.63101 -10.55662 -7.76870
H -4.17217 -7.21225 -7.89351
H -4.09940 -6.25490 -6.65939
```

Summary:
- Gap between HOMO and LUMO: 8.89 eV
- F_max: 0.049 Eh/bohr
- HOMO energy: -8.846 eV
- Charge: 0
- E_LUMO: 0.05 eV
- Total energy: -3775.8196 hartree